Formula: C11H29ClN5Re
Source: the Open Molecules 2025 dataset
Level of theory: ωB97M-V/def2-TZVPD

Values from the calculation:
2S+1: 4
Net charge: +3
⟨S²⟩: 3.771
HOMO level (spin up / spin down), eV: -20.061 / -20.132
Energy above the lowest of the compared OMol25 structures with the same formula, charge and spin, kJ/mol: 0.0

```
47
C11H29ClN5Re (ωB97M-V/def2-TZVPD)
Re 0.09 -0.13 -0.09
C -1.05 2.77 0.41
C -1.33 2.33 -1.04
N -1.55 0.85 -1.12
C -2.89 0.45 -0.53
C -2.78 -0.90 0.15
N -1.55 -0.96 1.02
C -1.67 -0.33 2.37
C -1.58 1.19 2.29
N -0.57 1.63 1.27
H -1.93 3.21 0.87
H -0.29 3.55 0.40
H -0.49 2.57 -1.69
H -2.19 2.85 -1.44
H -1.57 0.60 -2.11
H -3.64 0.40 -1.32
H -3.20 1.23 0.15
H -2.68 -1.70 -0.59
H -3.67 -1.11 0.74
H -1.37 -1.96 1.17
H -0.86 -0.73 2.99
H -2.61 -0.63 2.84
H -1.32 1.58 3.27
H -2.54 1.62 2.04
H 0.25 1.94 1.77
N 1.56 -0.96 1.28
C 2.83 -0.26 1.72
C 3.58 0.40 0.57
C 3.62 -0.47 -0.70
C 2.86 0.13 -1.88
N 1.53 0.77 -1.48
H 1.09 -1.27 2.14
H 1.82 -1.85 0.84
H 3.45 -1.02 2.20
H 2.57 0.47 2.49
H 4.59 0.60 0.92
H 3.15 1.39 0.37
H 3.26 -1.48 -0.51
H 4.65 -0.60 -1.04
H 2.65 -0.62 -2.64
H 3.44 0.93 -2.35
H 1.04 0.96 -2.36
H 1.74 1.70 -1.12
Cl 0.10 -3.33 -0.09
C 0.10 -1.94 -1.21
H -0.76 -2.02 -1.86
H 1.00 -1.99 -1.82
```

---

Formula: C3H3NO2P2
Source: the Open Molecules 2025 dataset
Level of theory: ωB97M-V/def2-TZVPD

Values from the calculation:
Net charge: 0
HOMO level, eV: -8.175
Energy above the lowest of the compared OMol25 structures with the same formula, charge and spin, kJ/mol: 97.6

```
11
C3H3NO2P2 (ωB97M-V/def2-TZVPD)
C 0.13 -0.17 0.16
C -0.49 1.14 0.32
C 1.58 -0.36 -0.22
N -1.61 0.86 -0.31
O -0.57 -1.23 0.50
O -0.07 2.14 0.83
P -2.72 -0.05 -0.98
P -2.15 -1.50 0.49
H 1.74 -1.29 -0.54
H 2.25 -0.05 0.55
H 1.93 0.50 -0.81
```

---

Formula: C36H92As5F30N5O5
Source: the Open Molecules 2025 dataset
Level of theory: ωB97M-V/def2-TZVPD

Values from the calculation:
2S+1: 2
Net charge: +1
⟨S²⟩: 0.754
HOMO level (spin up / spin down), eV: -11.644 / -11.644

```
173
C36H92As5F30N5O5 (ωB97M-V/def2-TZVPD)
C -6.70 -16.10 5.47
C -5.99 -14.69 5.41
N -4.48 -14.62 4.85
C -4.00 -13.25 5.25
C -3.69 -15.63 5.80
C -2.18 -15.51 5.81
C -4.34 -15.07 3.39
C -5.13 -14.14 2.44
O -4.88 -12.75 2.55
C -5.46 -11.96 1.49
H -7.69 -16.01 5.92
H -6.13 -16.67 6.21
H -6.74 -16.70 4.57
H -5.91 -14.22 6.39
H -6.45 -14.10 4.62
H -3.09 -12.98 4.72
H -3.83 -13.08 6.31
H -4.75 -12.50 4.99
H -3.99 -16.57 5.32
H -3.93 -15.47 6.85
H -1.84 -16.40 6.34
H -1.71 -14.68 6.35
H -1.69 -15.73 4.86
H -4.86 -16.03 3.31
H -3.29 -15.21 3.14
H -6.19 -14.31 2.62
H -4.98 -14.46 1.41
H -5.66 -10.96 1.86
H -6.41 -12.40 1.20
H -4.77 -11.89 0.64
C -11.03 -13.49 11.24
C -10.75 -14.97 10.95
N -11.89 -15.88 11.59
C -12.25 -15.37 13.04
C -13.22 -15.57 10.79
C -14.46 -16.42 11.21
C -11.59 -17.40 11.73
C -11.47 -18.17 10.38
O -10.37 -17.59 9.79
C -10.11 -17.96 8.42
H -10.23 -12.95 10.74
H -10.95 -13.16 12.27
H -11.90 -13.12 10.70
H -9.79 -15.27 11.37
H -10.83 -15.16 9.88
H -11.24 -15.24 13.43
H -12.78 -16.17 13.57
H -12.75 -14.41 13.05
H -13.00 -15.72 9.73
H -13.49 -14.54 11.04
H -14.24 -17.47 11.36
H -15.01 -16.39 10.28
H -15.09 -15.92 11.95
H -12.25 -17.79 12.51
H -10.63 -17.45 12.23
H -12.39 -18.17 9.80
H -11.20 -19.21 10.59
H -10.97 -17.66 7.81
H -9.93 -18.99 8.12
H -9.30 -17.35 8.03
C -15.01 -16.19 6.75
C -13.74 -16.11 5.83
N -14.06 -16.54 4.34
C -12.80 -16.38 3.50
C -14.32 -18.05 4.38
C -14.54 -18.69 3.02
C -15.27 -15.78 3.69
C -15.29 -14.24 3.92
O -14.04 -13.70 3.55
C -13.77 -12.36 3.95
H -15.36 -17.22 6.77
H -15.77 -15.50 6.37
H -14.84 -15.94 7.79
H -13.02 -16.76 6.33
H -13.33 -15.11 5.69
H -12.99 -16.56 2.45
H -12.04 -17.06 3.88
H -12.40 -15.37 3.62
H -15.25 -18.19 4.92
H -13.47 -18.49 4.90
H -14.91 -19.72 3.08
H -13.59 -18.88 2.53
H -15.29 -18.20 2.39
H -16.18 -16.25 4.05
H -15.17 -16.04 2.64
H -15.45 -13.97 4.96
H -16.07 -13.76 3.34
H -13.70 -12.18 5.03
H -14.32 -11.63 3.35
H -12.76 -12.19 3.57
C -3.38 -17.79 10.84
C -4.85 -18.15 11.18
N -5.77 -16.92 11.13
C -5.15 -15.67 11.76
C -5.96 -16.63 9.55
C -6.77 -15.39 9.18
C -7.11 -17.08 12.04
C -7.81 -18.49 11.98
O -6.98 -19.52 12.53
C -7.44 -20.89 12.48
H -2.74 -18.57 11.23
H -3.06 -16.90 11.38
H -3.30 -17.60 9.77
H -4.96 -18.42 12.23
H -5.31 -18.92 10.55
H -5.86 -14.85 11.70
H -4.26 -15.42 11.18
H -4.83 -15.95 12.76
H -6.54 -17.48 9.21
H -4.98 -16.61 9.08
H -7.65 -15.30 9.81
H -7.19 -15.49 8.18
H -6.23 -14.44 9.26
H -7.87 -16.40 11.67
H -6.85 -16.96 13.09
H -8.17 -18.79 10.99
H -8.68 -18.42 12.63
H -7.23 -21.40 11.54
H -8.52 -20.91 12.58
H -6.93 -21.59 13.14
C -12.93 -13.05 16.34
C -12.19 -13.28 17.61
C -11.96 -14.77 17.89
O -11.62 -15.46 16.63
C -11.01 -16.71 16.84
N -10.87 -12.55 17.35
H -10.41 -12.95 16.55
H -10.95 -11.58 17.06
H -10.20 -12.55 18.10
H -13.28 -12.04 16.12
H -13.81 -13.68 16.45
H -12.43 -13.35 15.42
H -12.61 -12.82 18.51
H -12.90 -15.13 18.31
H -11.18 -14.96 18.62
H -10.88 -17.29 15.93
H -11.72 -17.25 17.45
H -10.07 -16.58 17.38
As -10.27 -13.75 6.85
F -10.13 -15.19 5.73
F -11.68 -14.67 7.64
F -10.37 -12.44 8.03
F -8.83 -12.98 6.13
F -11.53 -12.97 5.79
F -9.25 -14.60 8.05
As -15.14 -11.68 12.70
F -14.97 -13.04 13.87
F -16.13 -12.67 11.65
F -15.37 -10.28 11.56
F -14.07 -10.57 13.67
F -13.68 -12.15 11.74
F -16.42 -11.06 13.83
As -12.36 -19.95 14.60
F -12.37 -20.11 12.84
F -11.30 -21.39 14.73
F -12.21 -19.81 16.42
F -13.40 -18.51 14.47
F -13.89 -20.96 14.74
F -10.92 -18.88 14.34
As -6.03 -20.60 7.49
F -4.62 -19.55 7.95
F -4.80 -21.84 6.93
F -7.48 -21.61 7.10
F -7.10 -19.18 7.86
F -5.89 -19.95 5.81
F -6.01 -21.19 9.19
As -7.85 -14.06 14.84
F -6.28 -14.99 14.81
F -6.98 -12.57 14.47
F -9.35 -13.15 14.86
F -8.78 -15.57 14.99
F -7.68 -13.84 16.62
F -8.12 -14.28 13.04
```

---

Formula: CH4N2O2S
Source: the Open Molecules 2025 dataset
Level of theory: ωB97M-V/def2-TZVPD

Values from the calculation:
SMILES string: CN1NS1(=O)=O
Net charge: 0
HOMO level, eV: -10.710
Energy above the lowest of the compared OMol25 structures with the same formula, charge and spin, kJ/mol: 313.5

```
10
CH4N2O2S (ωB97M-V/def2-TZVPD)
C 1.34 0.31 -0.44
N -0.40 -0.65 1.07
N 0.08 -0.37 -0.39
O -2.47 -0.55 -0.51
O -1.65 1.55 0.33
S -1.43 0.15 0.07
H 1.85 0.22 -1.36
H 1.32 1.28 0.01
H 1.94 -0.35 0.29
H -0.58 -1.58 0.92
```